C4H4N2O2 | ωB97M-V/def2-TZVPD

Results
**LUMO level**: 0.16 eV
**Net charge**: 0
**Gap between HOMO and LUMO**: 9.26 eV
**Spin multiplicity**: 1
**Relative energy (zero: lowest compared OMol25 entry of this formula, charge and spin)**: 792.4 kJ/mol
**Molar mass**: 112.1 g/mol

The geometry in XYZ format:
```
12
Properties=species:S:1:pos:R:3:lowdin_charge:R:1
C -1.167 -0.200 0.068 -0.337
C 0.780 0.651 -0.253 -0.346
C 1.615 -1.315 0.162 -0.107
C 0.142 -0.666 -0.388 -0.048
H -2.021 -1.806 -0.036 0.065
H 2.713 0.632 0.664 0.149
H 1.346 -1.217 1.529 0.178
H 2.124 -2.506 -0.235 0.171
N 0.088 1.732 0.182 0.159
N 2.164 0.134 -0.151 -0.031
O -2.321 -0.955 0.051 0.140
O -1.197 1.081 -0.010 0.007
```

C4H4N2O2 | ωB97M-V/def2-TZVPD

Results
**LUMO level**: -0.34 eV
**Net charge**: 0
**Gap between HOMO and LUMO**: 9.40 eV
**Spin multiplicity**: 1
**SMILES**: [H]/N=C1/C=CC(=O)N1O
**Relative energy (zero: lowest compared OMol25 entry of this formula, charge and spin)**: 290.0 kJ/mol
**Molar mass**: 112.1 g/mol

The geometry in XYZ format:
```
12
Properties=species:S:1:pos:R:3:lowdin_charge:R:1
C -0.646 0.754 0.498 -0.417
C -0.925 -0.379 1.458 0.034
C -0.106 -1.335 1.122 0.025
C 0.636 -0.988 -0.164 -0.377
H 1.159 0.569 -1.984 0.096
H -1.259 2.335 -0.455 0.084
H -1.662 -0.370 2.225 0.114
H -0.037 -2.367 1.487 0.124
N 0.436 0.403 -0.257 -0.039
N -1.293 1.820 0.457 0.176
O 0.484 1.042 -1.508 0.058
O 1.270 -1.547 -1.011 0.123
```

C4H4N2O2 | ωB97M-V/def2-TZVPD

Results
**LUMO level**: 0.46 eV
**Net charge**: 0
**Gap between HOMO and LUMO**: 9.22 eV
**Spin multiplicity**: 1
**Relative energy (zero: lowest compared OMol25 entry of this formula, charge and spin)**: 686.9 kJ/mol
**Molar mass**: 112.1 g/mol

The geometry in XYZ format:
```
12
Properties=species:S:1:pos:R:3:lowdin_charge:R:1
C 0.181 0.025 -1.022 -0.312
C -1.081 -0.606 0.443 -0.403
C 0.101 0.070 1.888 0.024
C 0.044 0.327 0.305 0.039
H 0.952 0.838 -2.983 0.204
H 1.790 0.867 -1.495 -0.026
H 0.870 -0.630 2.350 0.131
H -0.071 0.764 2.675 0.089
N 0.989 0.812 -1.833 0.140
N -1.519 -1.235 -0.560 0.110
O -0.932 -0.578 -1.602 0.016
O -1.325 -0.653 1.833 -0.010
```

C4H4N2O2 | ωB97M-V/def2-TZVPD

Results
**LUMO level**: -0.10 eV
**Net charge**: 0
**Gap between HOMO and LUMO**: 8.62 eV
**Spin multiplicity**: 1
**Relative energy (zero: lowest compared OMol25 entry of this formula, charge and spin)**: 729.7 kJ/mol
**Molar mass**: 112.1 g/mol

The geometry in XYZ format:
```
12
Properties=species:S:1:pos:R:3:lowdin_charge:R:1
C 0.377 1.109 0.328 -0.345
C -0.230 -0.863 0.339 -0.277
C -0.818 -1.622 -0.895 -0.013
C 0.452 0.029 -0.520 -0.123
H 1.335 2.232 -0.965 0.292
H 0.799 1.142 2.387 0.229
H -2.023 -1.278 -1.106 0.187
H -0.364 -2.752 -1.045 0.158
N 0.132 0.689 1.619 0.004
N -0.262 -0.564 1.605 0.042
O 0.637 2.470 0.051 -0.044
O -0.035 -0.592 -1.799 -0.110
```

> What is the spin multiplicity in the second record?

1

> spin multiplicity of number 1 (C4H4N2O2)?

1

> Number 2 is which compound?

C4H4N2O2